Computed, not measured: a cluster of 5 separate species, C24H54BNO11 in total at a distorted geometry, with the ωB97M-V functional and the def2-TZVPD basis.

Values from the calculation:
SMILES: CB(O)[C@@H]1OC(=O)C[C@@H]1N=C(C)C.COCCOC.COCCOC.COCCOC.COCCOC
HOMO energy (eV): -7.601
Net charge: 0
Kohn-Sham gap (eV): 7.497

Positions of all 91 atoms, in Å:
H1 4.484660 -4.313798 -11.380807
H2 -4.721340 3.449088 5.441782
H3 -4.690373 -2.398072 5.228653
O1 -4.781599 -0.310251 5.251732
H4 -1.299311 -0.154386 3.362107
H5 4.673115 2.279891 -3.211411
C1 -3.844665 -0.406191 6.319170
C2 4.112797 1.954287 -2.329003
H6 3.121394 -2.680024 -9.321735
O2 1.303598 2.918313 3.146059
H7 2.841519 -1.518783 -7.990488
H8 -2.497398 3.656197 6.359843
H9 -1.557799 5.079751 5.883630
O3 -6.705125 -1.798679 6.938809
O4 -3.516346 5.157668 5.322936
H10 -5.559415 5.008905 5.343143
H11 -8.151433 -0.423164 7.474761
H12 4.848070 -0.239811 -4.082155
O5 1.221570 0.397131 2.666203
H13 3.413308 -3.789180 -7.197520
C3 1.754660 -0.101784 1.364562
H14 -4.226389 -1.006615 7.147042
C4 4.487033 -3.632556 -7.370055
H15 -3.038513 3.161768 1.844655
H16 4.496511 -0.594034 1.232540
H17 4.447280 -2.252006 0.240076
H18 2.185746 -3.601652 0.808281
C5 -2.769548 0.261112 0.155105
C6 -1.786422 -0.899345 2.601188
H19 2.044069 1.091918 -5.878360
C7 2.298972 1.493056 -3.782091
O6 4.723306 -2.373031 -8.005562
H20 4.509048 -2.278583 2.125973
C8 5.085264 -4.786956 -8.179734
H21 -1.266938 -1.961552 2.764109
H22 -7.172214 -2.692224 5.164816
C9 0.563010 0.314794 0.308468
C10 -1.583840 -0.494768 1.018082
H23 -0.885289 2.200456 0.911970
O7 4.039503 1.113060 -5.461045
C11 3.577541 -1.898986 -8.704866
H24 -4.755920 4.540100 6.857952
H25 -3.717247 0.298861 0.847212
C12 0.202426 1.773067 0.957895
H26 -2.908643 -0.837658 5.950363
H27 5.990802 -5.032603 -10.768530
H28 -4.018120 4.155924 2.963160
C13 -3.617123 3.155100 2.772978
C14 5.148764 -4.381092 -10.513925
H29 2.600740 0.677229 1.142325
C15 -4.693456 4.491006 5.766161
C16 0.964854 1.852451 2.410578
C17 -5.349144 -1.580005 4.913500
N1 -0.404124 -0.840615 0.408398
H30 5.514974 -3.379617 -10.280403
H31 2.379761 2.582225 -3.901954
B1 2.418426 -1.604444 1.307794
O8 3.071071 1.044029 -2.664802
H32 4.942818 -5.717982 -7.622027
H33 -3.642231 0.603743 6.688090
O9 -2.799245 2.696009 3.843882
H34 4.890856 -0.740529 -5.798107
C18 -7.068039 -0.559995 7.539207
C19 -2.335307 4.382969 5.554820
H35 -6.561861 0.288341 7.067267
H36 0.883199 2.499347 0.299083
H37 3.888461 -1.078510 -9.358344
H38 -6.780643 -0.591892 8.594324
C20 4.981363 0.105320 -5.109146
C21 -1.863045 3.688291 4.274004
H39 5.985976 0.527937 -5.205037
H40 -0.920078 3.170566 4.481983
H41 -2.927918 -1.079862 2.897111
H42 1.251469 1.257990 -3.563085
H43 2.599827 -0.316774 -4.960292
H44 -7.416916 -0.936787 5.171041
O10 4.414233 -4.947138 -9.433864
C22 4.077694 -1.693225 1.202339
H45 -5.426173 -1.612971 3.822116
H46 6.162507 -4.646189 -8.328957
H47 -4.455552 2.461646 2.658771
H48 4.803331 1.450172 -1.646423
O11 1.694019 -2.891729 1.344247
H49 -2.986781 -0.449151 -0.776991
C23 -6.750509 -1.741789 5.510243
H50 3.690361 2.825686 -1.820248
H51 -2.455520 1.294668 -0.299354
H52 4.980487 -3.595932 -6.392485
C24 2.706532 0.769199 -5.068957
H53 -1.674270 4.420635 3.476997
H54 1.104901 0.313023 -0.741776

Cartesian forces (eV/Å) of the 6 atoms listed first:
0.039 -0.093 0.181
0.054 -0.041 0.001
-0.114 0.068 0.065
-0.071 -0.477 0.243
-0.879 -1.116 -1.936
-0.100 -0.039 0.049

Here are the Mulliken charges for atoms 1 to 4, given in e: number 1, H, carries 0.243; number 2, H, carries 0.162; number 3, H, carries 0.429; number 4, O, carries -0.076

---

Computed, not measured: a cluster of 4 separate species, C24H54ClN3 in total at a distorted geometry, with the ωB97M-V functional and the def2-TZVPD basis.

Values from the calculation:
HOMO energy (eV): -12.179
Net charge: +2
Kohn-Sham gap (eV): 8.198

Positions of all 82 atoms, in Å:
H1 2.210949 -2.443123 -1.491033
H2 5.245039 0.798537 -5.999823
H3 -2.562071 -0.630213 4.120167
H4 2.818209 2.113327 -4.618243
H5 1.809139 -1.470323 -3.533523
H6 -7.862411 0.384007 1.522367
H7 -7.441321 1.557897 3.488057
H8 2.917889 -0.705303 5.330347
H9 -3.075921 1.732167 2.449167
Cl1 -1.673221 0.392957 -0.223663
H10 -4.575971 -0.702483 2.709197
H11 -3.906041 1.508407 4.046417
H12 4.290299 1.061857 -2.533283
H13 1.822419 1.086267 -0.976973
H14 3.954649 -0.248363 3.246997
H15 -5.967361 0.804757 4.202397
H16 3.670049 -2.360643 5.112657
N1 -5.856451 0.929147 2.129807
H17 4.001509 -1.818563 -3.444243
H18 5.104129 -0.846133 -4.435193
H19 2.370939 2.183427 -2.381413
H20 3.646169 -0.444673 -1.877363
C1 -5.961461 1.249587 -0.351193
C2 2.281639 -1.863343 1.194907
H21 0.800299 0.504187 1.692937
C3 3.440939 1.257967 -4.880293
C4 1.800499 0.425727 2.119007
H22 5.857589 3.102717 -6.703973
C5 1.692909 -2.285023 4.507977
H23 -1.363981 0.651117 3.801137
H24 1.388549 -3.790493 -0.555783
C6 -6.438551 -0.118473 0.066827
H25 -5.666171 -0.885033 0.004317
H26 -6.803051 2.589707 1.228227
C7 -5.895771 2.023157 1.018507
H27 0.521239 -2.666973 -1.602273
H28 0.189019 -2.038713 2.849697
C8 3.379779 -1.173133 3.296277
H29 0.269589 -2.041333 0.810377
H30 5.532479 1.433277 -4.477313
H31 -6.561011 1.694347 -1.145433
H32 3.220549 -1.553453 0.736067
H33 -4.107661 0.167237 1.258767
H34 -5.887541 2.481757 3.539117
C9 -6.857581 -0.038043 1.504927
C10 0.945849 -1.520623 3.438667
C11 -6.353331 1.499747 3.456657
H35 -4.962491 1.325677 -0.780583
H36 -5.106271 2.765327 1.136717
H37 -1.954511 -0.416663 2.462347
C12 1.155479 -1.841343 0.207617
H38 1.019119 -0.857573 -0.241493
C13 4.993689 2.859017 -6.085603
H39 1.409139 -0.491063 -4.972143
C14 -2.207721 0.097107 3.389717
N2 3.187159 0.017887 -3.933653
H40 0.263819 0.064257 -2.353203
C15 4.859479 1.562697 -5.324913
H41 4.782319 3.690007 -5.412643
H42 4.199879 2.790527 -6.829423
C16 -3.458331 1.020337 3.180717
H43 -6.857971 -0.951603 2.099477
H44 2.561149 0.806687 1.437547
H45 3.735939 -1.545773 -5.283873
H46 1.798009 1.015497 3.035667
H47 0.326579 -0.695193 3.789757
C17 1.026039 0.547677 -2.964293
H48 -7.255221 -0.389683 -0.602193
H49 1.873789 -3.315373 4.201767
C18 3.013969 -1.592133 4.703937
C19 -4.501671 0.291227 2.267467
C20 4.069829 -1.169193 -4.317023
C21 3.392869 0.449207 -2.447393
H50 1.003229 -2.371183 5.347627
H51 2.970359 0.875357 -5.785983
H52 0.541709 1.328117 -3.551183
H53 4.052529 -1.876943 2.806217
C22 2.116029 1.186507 -2.021893
N3 2.100639 -1.050383 2.519817
C23 1.350329 -2.757123 -0.900423
C24 1.734249 -0.458643 -3.932263
H54 2.401469 -2.902063 1.502817

Cartesian forces (eV/Å) of the 6 atoms listed first:
0.457 -0.482 0.112
-0.456 -0.407 -0.065
0.550 -0.403 0.197
0.292 -0.081 0.712
-0.331 0.058 0.001
0.143 0.366 0.565

Here are the Mulliken charges for atoms 1 to 4, given in e: number 1, H, carries 0.091; number 2, H, carries 0.410; number 3, H, carries 0.388; number 4, H, carries 0.483